P | Computed, not measured: a cluster of 13 separate species, C39H104O39S13 in total, with wB97M-V/def2-TZVPD.

XYZ file:
```
195
Properties=species:S:1:pos:R:3:mulliken_charge:R:1
O -6.05464 18.18310 -17.12805 -0.591
S -5.58589 19.12786 -16.11559 1.064
O -4.39661 18.68452 -15.33647 -0.591
O -5.11580 20.50141 -16.96249 -0.267
C -5.80190 20.82806 -18.15261 -0.107
C -5.48698 22.29361 -18.43610 -1.204
C -6.89173 19.82610 -15.01521 -0.813
H -6.88427 20.79655 -18.02773 0.284
H -5.58216 20.17007 -18.99337 0.291
H -6.12571 22.78799 -19.16802 0.379
H -4.45209 22.41608 -18.75564 0.276
H -5.58427 22.86059 -17.51026 0.311
H -7.40723 19.08227 -14.40770 0.382
H -7.65045 20.27697 -15.65489 0.296
H -6.29781 20.54729 -14.45374 0.287
O -12.45932 16.05656 -15.15530 -0.585
S -12.34463 14.95147 -14.25882 1.091
O -11.03174 14.61329 -13.65374 -0.603
O -13.53103 15.02439 -13.10191 -0.305
C -14.49603 16.07650 -13.23868 -0.146
C -15.70146 15.83928 -12.29440 -1.074
C -12.95699 13.51803 -15.22739 -0.854
H -14.95704 16.07353 -14.22638 0.283
H -13.95801 17.01132 -13.08141 0.344
H -15.62389 16.35018 -11.33468 0.256
H -15.70091 14.77955 -12.03931 0.307
H -16.62171 16.22451 -12.73355 0.333
H -13.31044 12.75006 -14.53936 0.311
H -12.09408 13.18978 -15.80683 0.346
H -13.72587 13.90632 -15.89534 0.295
O -0.95468 10.56155 -11.59806 -0.582
S -1.07569 11.47132 -10.45888 1.116
O -2.15869 11.43474 -9.47857 -0.596
O 0.32337 11.49628 -9.64244 -0.270
C 0.33868 12.12252 -8.35829 -0.092
C 1.72884 11.93007 -7.76482 -1.227
C -0.92620 13.20766 -11.15220 -0.895
H -0.31654 11.55433 -7.69803 0.268
H 0.06438 13.17142 -8.24573 0.301
H 1.98667 12.59871 -6.94352 0.382
H 2.46413 12.16853 -8.53331 0.322
H 1.90860 10.92855 -7.37399 0.292
H -0.93687 13.83620 -10.26174 0.309
H -1.83044 13.30640 -11.75277 0.368
H -0.03597 13.19357 -11.78100 0.305
O -13.99067 18.65799 -4.46455 -0.585
S -14.61096 17.59694 -5.28876 1.087
O -16.02608 17.62171 -5.63222 -0.579
O -13.75191 17.41527 -6.69651 -0.264
C -12.43722 17.93558 -6.63364 -0.229
C -11.76443 17.65179 -7.98078 -1.179
C -14.15735 15.90685 -4.61166 -0.901
H -11.96265 17.54321 -5.73423 0.348
H -12.42898 19.00402 -6.41804 0.328
H -10.70872 17.92181 -7.95514 0.380
H -12.24012 18.29746 -8.71897 0.282
H -11.84417 16.58508 -8.19024 0.310
H -14.15735 15.20150 -5.44268 0.318
H -14.95620 15.54586 -3.96387 0.373
H -13.17402 15.83736 -4.14654 0.309
O -1.18155 22.46291 -11.92435 -0.553
S 0.10502 22.43152 -11.14458 1.056
O 1.28047 23.09425 -11.71518 -0.578
O -0.15396 23.01922 -9.57911 -0.288
C 0.96047 23.54115 -8.83703 -0.056
C 0.47115 23.90061 -7.43123 -1.292
C 0.42702 20.74137 -10.46709 -0.875
H 1.28238 24.43821 -9.36594 0.301
H 1.75668 22.81076 -8.69322 0.276
H 1.22310 24.36345 -6.79213 0.384
H 0.20898 22.97925 -6.91117 0.314
H -0.35349 24.61055 -7.36762 0.323
H 1.34779 20.67010 -9.88811 0.321
H 0.53076 20.15541 -11.38032 0.358
H -0.38935 20.35635 -9.85603 0.310
O -2.30402 13.04781 -24.77899 -0.598
S -1.71757 13.69790 -23.59257 1.158
O -1.49947 12.86177 -22.38730 -0.618
O -0.29097 14.46821 -24.04846 -0.341
C 0.96901 13.89494 -23.54295 -0.253
C 1.29764 12.76576 -24.52243 -1.003
C -2.80737 15.24691 -23.24326 -0.861
H 1.02754 13.61542 -22.49102 0.304
H 1.72550 14.67488 -23.62976 0.297
H 0.64777 12.71241 -25.39589 0.337
H 1.32648 11.79703 -24.02361 0.289
H 2.23961 12.94888 -25.03942 0.341
H -2.88964 15.47153 -22.17983 0.306
H -3.78096 15.01861 -23.67700 0.352
H -2.40007 16.04931 -23.85837 0.292
O -12.76434 27.00159 -20.25828 -0.599
S -12.30809 25.97549 -21.20824 1.113
O -10.85540 25.63718 -21.29146 -0.622
O -13.02794 24.58893 -20.71027 -0.258
C -12.47779 23.87935 -19.60655 -0.154
C -13.10273 22.45007 -19.72529 -1.207
C -13.04942 26.20024 -22.92363 -0.838
H -12.80055 24.20725 -18.61842 0.247
H -11.39187 23.78519 -19.60206 0.331
H -14.18981 22.47378 -19.80143 0.321
H -12.85759 21.77620 -18.90438 0.361
H -12.85274 21.98528 -20.67901 0.321
H -12.57878 25.39229 -23.48383 0.309
H -12.75228 27.20286 -23.23113 0.359
H -14.13248 26.18687 -22.80153 0.319
O -7.58694 7.14744 -15.91800 -0.594
S -8.26340 8.08701 -16.80988 1.119
O -9.69618 8.34778 -16.68660 -0.577
O -7.46895 9.56128 -16.68981 -0.302
C -5.99450 9.54852 -16.60845 -0.076
C -5.53588 10.87623 -17.12149 -1.216
C -7.76461 7.80517 -18.60103 -0.892
H -5.53554 8.82076 -17.27765 0.280
H -5.80606 9.32166 -15.55911 0.291
H -4.45981 11.03698 -17.18728 0.370
H -5.93023 11.65478 -16.46846 0.311
H -5.93295 11.15557 -18.09740 0.282
H -7.88611 8.79551 -19.03985 0.298
H -8.49537 7.08753 -18.97396 0.389
H -6.75976 7.38287 -18.59584 0.318
O -2.38273 23.34988 -23.78780 -0.571
S -2.25225 24.50409 -24.63220 1.107
O -2.40420 24.45203 -26.05809 -0.589
O -3.40927 25.57195 -24.06804 -0.295
C -3.13991 27.00131 -24.43781 -0.188
C -4.47893 27.82008 -24.03662 -1.299
C -0.69867 25.40015 -24.21876 -0.968
H -3.03283 27.14385 -25.51314 0.352
H -2.28190 27.35217 -23.86438 0.340
H -5.39497 27.59839 -24.58417 0.317
H -4.26503 28.88882 -24.02424 0.383
H -4.70596 27.67989 -22.97978 0.352
H -0.69053 26.34302 -24.76560 0.350
H 0.18062 24.86751 -24.58105 0.358
H -0.48080 25.42071 -23.15095 0.349
O 2.29854 19.56054 -16.83879 -0.557
S 2.05931 19.81979 -18.23421 1.139
O 2.96542 20.65461 -19.04457 -0.590
O 1.58566 18.43507 -19.10511 -0.344
C 0.37228 17.68816 -18.74692 -0.249
C 0.69095 16.77832 -17.48688 -0.981
C 0.42852 20.66478 -18.23258 -0.993
H 0.04757 17.21740 -19.67485 0.375
H -0.47208 18.29939 -18.42821 0.211
H -0.28323 16.39635 -17.18161 0.366
H 1.16447 17.32126 -16.66891 0.264
H 1.49594 16.13436 -17.84102 0.307
H 0.53543 21.73861 -18.07904 0.376
H -0.10962 20.24345 -17.38347 0.343
H -0.03635 20.53381 -19.20973 0.336
O -8.58044 20.56731 -24.60603 -0.599
S -9.19825 20.54770 -25.93384 1.122
O -10.54120 19.97849 -26.07457 -0.572
O -9.17390 22.08021 -26.54622 -0.276
C -8.00080 22.92160 -26.33392 -0.048
C -8.17455 24.19131 -27.23146 -1.270
C -8.00474 19.91509 -27.18739 -0.896
H -7.08904 22.49504 -26.75209 0.184
H -7.80269 23.09255 -25.27579 0.326
H -9.04800 24.78768 -26.96785 0.326
H -8.44532 23.99847 -28.26953 0.332
H -7.24827 24.75966 -27.31578 0.367
H -7.06456 20.45815 -27.28363 0.318
H -8.42149 19.96588 -28.19330 0.331
H -7.76481 18.89614 -26.88364 0.356
O -9.06707 12.70646 -22.14588 -0.561
S -10.01343 13.69513 -22.63679 1.123
O -9.92495 14.22904 -23.99341 -0.584
O -11.56060 13.29812 -22.38037 -0.296
C -12.55626 14.12172 -22.92652 -0.303
C -13.16176 13.42999 -24.16368 -1.168
C -9.99212 15.14987 -21.47122 -0.887
H -12.13337 15.05042 -23.30963 0.354
H -13.28028 14.37386 -22.15171 0.373
H -13.68448 12.52509 -23.85380 0.332
H -12.42109 13.00723 -24.84250 0.294
H -13.83146 14.10791 -24.69284 0.342
H -10.83712 15.82793 -21.59091 0.319
H -9.08839 15.71034 -21.71046 0.345
H -9.91347 14.74694 -20.46149 0.318
O -7.61100 25.60372 -8.15001 -0.576
S -7.58657 24.61280 -9.22992 1.141
O -8.25475 23.33440 -9.08174 -0.596
O -7.98287 25.34423 -10.67886 -0.286
C -7.95118 24.61297 -11.88322 -0.008
C -8.31300 25.71184 -12.85770 -1.309
C -5.87255 24.17634 -9.70528 -1.056
H -8.75771 23.88953 -11.76380 0.301
H -6.92950 24.24970 -11.99413 0.238
H -7.53692 26.47411 -12.78890 0.309
H -9.26020 26.21273 -12.65764 0.335
H -8.28867 25.23493 -13.83754 0.391
H -5.34084 25.05543 -10.06940 0.377
H -5.77798 23.43882 -10.50227 0.370
H -5.40251 24.01100 -8.73583 0.370
```

The value obtained for the HOMO-LUMO gap is 10.73 eV. Its lowest unoccupied orbital energy is -0.145 eV. The multiplicity is 1.

Q | Computed, not measured: a cluster of 13 separate species, C39H104O39S13 in total, with wB97M-V/def2-TZVPD.

XYZ file:
```
195
Properties=species:S:1:pos:R:3:mulliken_charge:R:1
O -9.56985 -2.82593 2.77797 -0.637
S -9.08412 -3.79610 1.85857 1.148
O -10.06877 -4.51058 1.12214 -0.656
O -8.18558 -3.21648 0.70637 -0.328
C -7.08561 -2.26981 0.82977 0.565
C -7.06594 -1.53427 -0.46595 -1.429
C -8.00011 -4.92123 2.59496 -0.370
H -6.14605 -2.76954 0.92949 -0.220
H -7.21173 -1.59504 1.66135 0.387
H -6.83632 -2.18254 -1.26196 0.345
H -6.27875 -0.79450 -0.38608 0.315
H -8.03476 -1.00094 -0.69172 0.367
H -7.45849 -5.51629 1.83893 0.237
H -8.59263 -5.60722 3.21356 0.448
H -7.34453 -4.37106 3.18865 -0.197
O -1.27409 4.59196 -0.19616 -0.676
S -1.49994 3.21510 0.09050 0.645
O -0.55130 2.29181 -0.49681 -0.020
O -1.60132 3.00354 1.65565 -0.119
C -0.73163 3.76049 2.50486 0.967
C -1.46650 3.97654 3.80270 -1.246
C -3.18361 2.86192 -0.36214 -1.203
H -0.37832 4.65615 1.97525 -0.017
H 0.17519 3.17372 2.57202 -0.228
H -2.07893 4.90948 3.76379 0.323
H -0.80252 4.03676 4.66066 0.230
H -2.14566 3.13799 3.94568 0.264
H -3.47869 1.89285 -0.09475 0.215
H -3.24370 3.05586 -1.40344 0.303
H -3.86176 3.52046 0.14063 0.476
O 1.97183 5.02588 3.22344 -0.545
S 3.12687 4.26927 3.53903 1.417
O 4.35915 4.83879 3.22519 -0.727
O 3.22396 3.96262 5.09230 -0.403
C 1.99968 3.66884 5.80389 0.525
C 2.16985 4.20413 7.20063 -1.467
C 3.01250 2.72870 2.96376 -0.460
H 1.80946 2.60012 5.88272 0.290
H 1.08592 4.01295 5.33329 -0.237
H 1.24927 3.85853 7.71298 0.390
H 2.15060 5.27589 7.23562 0.352
H 3.07534 3.87133 7.71240 0.332
H 2.22400 2.11422 3.39766 0.120
H 3.94782 2.20504 3.26418 0.441
H 2.92966 2.71168 1.84056 -0.086
O -3.52372 -3.29426 0.16895 -0.320
S -3.60244 -4.72113 0.39301 1.193
O -4.89794 -5.29673 0.66141 -0.688
O -2.96565 -5.34716 -0.92913 -0.403
C -2.86421 -4.46973 -2.06065 0.730
C -2.37148 -5.34181 -3.21395 -1.273
C -2.54890 -5.40063 1.57741 -0.646
H -2.10022 -3.72546 -1.86168 -0.473
H -3.83284 -3.93552 -2.14816 0.460
H -2.98053 -6.25634 -3.24362 0.430
H -1.34465 -5.60897 -2.94800 0.100
H -2.39531 -4.85035 -4.17068 0.316
H -3.01121 -5.29567 2.57443 0.255
H -1.67594 -4.77122 1.70548 -0.083
H -2.35208 -6.49301 1.35123 0.419
O -6.53448 -2.46706 4.75355 -0.658
S -5.17186 -2.83818 4.61523 1.016
O -4.60032 -3.15530 3.31713 -0.236
O -4.24738 -1.74194 5.32691 -0.419
C -3.06526 -1.34861 4.65868 -0.715
C -3.22361 -0.36848 3.48018 -0.483
C -5.06222 -4.23263 5.65155 -0.973
H -2.44754 -2.23306 4.42479 0.365
H -2.49923 -0.82942 5.43373 0.441
H -3.73531 0.46007 3.87160 0.555
H -3.60280 -0.67825 2.52639 0.157
H -2.18496 0.03043 3.21772 -0.034
H -5.63290 -5.01061 5.18099 0.318
H -5.53378 -4.09144 6.62194 0.399
H -4.04640 -4.48356 5.90976 0.257
O -1.81974 0.85628 -3.85222 -0.232
S -2.83599 1.81609 -4.25490 0.989
O -4.13363 1.82141 -3.59546 -0.702
O -2.38732 3.31392 -4.07155 -0.386
C -0.95028 3.68115 -4.34945 0.560
C -0.67824 4.90463 -3.43883 -1.466
C -3.06000 1.83457 -6.03100 -1.001
H -0.89769 3.92818 -5.38546 0.496
H -0.22595 2.81771 -4.23305 -0.136
H -0.48576 4.55437 -2.40747 0.060
H -1.61216 5.42044 -3.32622 0.363
H -0.00320 5.71886 -3.65910 0.506
H -2.08383 2.05514 -6.44590 0.173
H -3.82844 2.63695 -6.19546 0.366
H -3.48314 0.83725 -6.29850 0.404
O -0.62929 0.49237 -8.43750 -0.637
S 0.33622 0.24765 -7.39211 1.057
O 0.54076 1.26497 -6.41715 -0.415
O -0.19421 -1.10181 -6.63109 -0.474
C 0.21034 -1.43947 -5.33980 0.715
C -0.94134 -2.17069 -4.60574 -0.939
C 1.84789 -0.27616 -8.21985 -0.813
H 0.44123 -0.54316 -4.74331 -0.505
H 1.14671 -1.97899 -5.48330 0.602
H -1.21132 -3.13407 -5.09482 0.236
H -1.69544 -1.41767 -4.64006 0.154
H -0.60244 -2.26808 -3.58950 0.124
H 1.71019 -1.10696 -8.89718 0.364
H 2.56936 -0.46688 -7.44301 0.151
H 2.08913 0.60152 -8.74693 0.408
O 2.28698 -2.10634 -2.10968 -0.544
S 1.81893 -3.39133 -1.71199 0.939
O 0.40156 -3.72553 -1.92376 -0.231
O 2.67466 -4.40293 -2.62009 -0.332
C 2.08790 -5.61402 -3.22025 0.152
C 2.33519 -6.76111 -2.27788 -1.094
C 2.35051 -3.85003 -0.12467 -0.522
H 2.57453 -5.67291 -4.16766 0.306
H 1.06569 -5.26039 -3.40816 -0.052
H 2.17383 -7.70067 -2.77616 0.425
H 1.66863 -6.72376 -1.40903 0.193
H 3.32578 -6.79623 -1.75537 0.296
H 1.99564 -3.17443 0.62178 -0.264
H 3.42687 -3.90392 -0.02308 0.561
H 1.96289 -4.80206 0.19823 0.287
O 0.49442 -5.29457 2.55625 -0.545
S 0.77742 -5.08316 3.96194 1.313
O -0.30317 -4.76906 4.82853 -0.713
O 1.76666 -6.19737 4.63736 -0.278
C 1.14908 -7.20681 5.46773 -0.169
C 1.91227 -7.36178 6.76377 -1.250
C 1.94751 -3.84794 4.07915 -0.860
H 1.12616 -8.11610 4.89536 0.307
H 0.16669 -6.81531 5.66241 0.302
H 2.94697 -7.57232 6.41308 0.297
H 1.50087 -8.14952 7.34449 0.386
H 2.00148 -6.46913 7.33284 0.316
H 2.88133 -4.08627 3.61057 0.394
H 2.24313 -3.68839 5.09224 0.476
H 1.51309 -2.90248 3.70563 0.060
O 2.11267 7.51915 -2.33027 -0.664
S 2.47782 7.49503 -0.94249 1.195
O 3.81673 7.79852 -0.51814 -0.621
O 1.48590 8.51102 -0.23807 -0.340
C 1.86573 9.08456 1.01308 -0.304
C 0.80890 8.71591 2.00745 -0.778
C 1.93841 5.99328 -0.17014 -0.115
H 1.79697 10.18286 0.84037 0.303
H 2.86494 8.76129 1.30634 0.344
H -0.11732 9.09208 1.60484 0.332
H 1.04178 9.24567 2.93839 0.356
H 0.80140 7.65568 2.13957 0.030
H 2.10450 6.16667 0.90604 -0.082
H 2.60220 5.25585 -0.59992 0.106
H 0.88077 5.82959 -0.40977 0.230
O 4.28553 0.24290 -6.29178 -0.605
S 5.04947 0.38870 -5.09710 1.063
O 6.16774 1.28967 -5.14998 -0.643
O 4.08013 0.89515 -3.89633 -0.129
C 2.69410 0.96522 -4.12459 -0.565
C 2.03370 1.28972 -2.84168 0.558
C 5.65205 -1.12407 -4.47691 -0.813
H 2.35122 -0.01904 -4.44091 0.198
H 2.46805 1.65535 -4.91881 0.517
H 2.29706 0.43954 -2.17178 -0.310
H 0.93555 1.35238 -2.96660 -0.404
H 2.51662 2.24718 -2.43135 0.225
H 4.75050 -1.70897 -4.24614 0.116
H 6.27061 -1.08349 -3.62820 0.318
H 6.08026 -1.65782 -5.27882 0.458
O 6.00260 2.43343 1.02550 -0.740
S 5.73973 2.91330 -0.32039 1.327
O 4.39355 3.40594 -0.57056 -0.409
O 6.81586 4.05437 -0.63319 -0.370
C 6.67191 5.34297 0.21172 0.226
C 7.20370 6.43842 -0.65709 -1.364
C 6.15762 1.71346 -1.55934 -1.014
H 7.26152 5.21004 1.14791 0.246
H 5.63128 5.48744 0.47388 0.081
H 8.23005 6.17365 -0.95815 0.387
H 7.32001 7.35614 -0.12388 0.396
H 6.57660 6.50411 -1.55060 0.275
H 7.17300 1.34317 -1.31516 0.417
H 6.02785 2.23658 -2.48524 0.343
H 5.52780 0.87900 -1.41264 0.214
O 0.48098 0.48468 3.04039 -0.772
S 0.57246 -0.35448 1.81475 0.372
O 0.85933 -1.76378 2.02911 -0.261
O -0.76297 -0.22643 1.02822 0.703
C -1.06159 -1.17825 -0.07724 1.116
C -2.33198 -0.78130 -0.83656 -0.196
C 1.79339 0.26131 0.71552 -0.211
H -1.20813 -2.18468 0.42119 -0.194
H -0.16870 -1.23001 -0.69480 -0.490
H -2.09456 0.20132 -1.23021 -0.251
H -3.17120 -0.87988 -0.11999 -0.160
H -2.50563 -1.50106 -1.61293 0.174
H 1.97829 -0.47521 -0.07194 -0.334
H 2.74652 0.31911 1.27295 0.597
H 1.42607 1.15825 0.29644 -0.101
```

The value obtained for the HOMO-LUMO gap is 9.82 eV. Its lowest unoccupied orbital energy is -0.318 eV. The multiplicity is 1.

R | Computed, not measured: a cluster of 13 separate species, C39H104O39S13 in total, with wB97M-V/def2-TZVPD.

XYZ file:
```
195
Properties=species:S:1:pos:R:3:mulliken_charge:R:1
O 20.45234 5.45782 5.21295 -0.698
S 19.50274 5.38554 6.27149 1.217
O 19.86266 4.83236 7.53758 -0.587
O 18.97565 6.84264 6.47580 -0.484
C 17.93313 7.09021 7.43676 1.702
C 16.82698 7.91402 6.82517 -0.763
C 18.08418 4.54450 5.63947 -0.614
H 18.35650 7.55823 8.32454 -0.344
H 17.49226 6.15034 7.78219 -0.579
H 16.51895 7.60085 5.83126 0.399
H 17.07562 8.97821 6.81476 0.129
H 15.97014 7.88237 7.49607 -0.148
H 18.30204 3.50725 5.41302 0.403
H 17.79699 5.05121 4.71947 0.307
H 17.27810 4.67046 6.36238 0.086
O 25.78417 16.15327 9.45140 -0.647
S 26.01613 15.34235 10.60419 1.141
O 26.24891 15.95767 11.86293 -0.614
O 24.81720 14.30780 10.75504 -0.214
C 23.49530 14.85943 10.58799 -0.875
C 22.49102 13.75703 10.79859 -0.282
C 27.28357 14.16966 10.24878 -0.934
H 23.40640 15.28920 9.58703 0.452
H 23.34275 15.71154 11.25706 0.345
H 22.73145 13.19251 11.70157 0.199
H 22.59659 13.03449 9.99032 0.450
H 21.47070 14.11049 10.92807 0.033
H 27.30649 13.45643 11.06745 0.311
H 28.20816 14.74235 10.21316 0.388
H 27.06833 13.72553 9.28304 0.312
O 22.38208 10.39144 11.89887 -0.609
S 21.98794 9.34912 12.78709 1.217
O 21.08667 9.59300 13.85780 -0.577
O 21.36449 8.18281 11.93655 -0.213
C 21.78847 7.96661 10.56072 -0.436
C 20.88244 6.90356 10.00122 -0.522
C 23.41780 8.57891 13.45469 -1.250
H 22.83820 7.66396 10.58507 0.420
H 21.74220 8.90081 10.00269 0.298
H 19.83448 7.17286 10.13423 -0.261
H 21.01074 5.97229 10.55802 0.318
H 21.14073 6.69689 8.96485 0.428
H 23.99373 9.34076 13.98148 0.428
H 24.07155 8.21975 12.66072 0.364
H 23.14887 7.77751 14.13485 0.350
O 20.07557 15.48268 7.48778 -0.701
S 19.51878 14.48072 8.32564 1.186
O 19.23351 14.69063 9.71444 -0.482
O 18.18258 14.02984 7.60514 -0.522
C 17.40179 13.02822 8.28737 1.163
C 16.06812 12.90610 7.59827 -1.328
C 20.48760 12.99305 8.13041 -0.620
H 17.26654 13.28476 9.33905 -0.192
H 17.88931 12.05240 8.25696 -0.077
H 15.59018 13.88228 7.47942 0.427
H 15.37120 12.30549 8.17848 0.061
H 16.17871 12.49960 6.59203 0.378
H 20.15330 12.47362 7.23910 0.502
H 20.38430 12.39616 9.03249 -0.197
H 21.51628 13.33071 8.03012 0.477
O 17.67738 6.41246 15.28935 -0.666
S 16.83415 7.54266 15.49822 1.332
O 15.45765 7.54044 15.14985 -0.675
O 16.91555 7.92704 17.03331 -0.343
C 18.11170 7.58781 17.76903 -0.172
C 17.98255 6.26998 18.49899 -1.195
C 17.64454 8.94867 14.79669 0.187
H 18.32257 8.45129 18.39918 0.433
H 18.96400 7.55031 17.08584 0.248
H 16.92229 6.01562 18.57507 0.283
H 18.24840 6.35468 19.55413 0.371
H 18.52345 5.47375 17.99974 0.294
H 17.45806 8.96888 13.72565 -0.298
H 18.69053 8.68688 14.95276 0.215
H 17.34963 9.84628 15.32786 -0.032
O 23.80434 14.71882 18.36761 -0.637
S 22.91868 15.54805 17.64243 1.192
O 23.26008 16.88686 17.29460 -0.635
O 22.59972 14.76247 16.29869 -0.279
C 22.16943 15.55064 15.15781 -0.582
C 21.74806 14.57724 14.08563 -0.137
C 21.31886 15.45926 18.36434 -0.888
H 23.02021 16.16910 14.86925 0.386
H 21.38889 16.25401 15.45839 0.393
H 20.75600 14.20054 14.34289 -0.140
H 22.45236 13.75172 14.02033 0.286
H 21.68741 15.10678 13.13563 0.031
H 21.35829 15.63026 19.43626 0.508
H 20.91602 14.47839 18.12012 0.265
H 20.61232 16.14869 17.90269 0.212
O 14.33311 2.27948 9.87098 -0.663
S 15.75124 2.37933 9.77820 1.175
O 16.41290 2.46031 8.52486 -0.590
O 16.15574 3.64322 10.64444 -0.057
C 17.48369 4.17274 10.49705 0.536
C 17.76729 5.06930 11.68288 -0.770
C 16.45698 1.04677 10.71006 -1.033
H 17.62206 4.71967 9.56584 -0.434
H 18.21712 3.36094 10.51194 0.467
H 17.59754 4.55067 12.62512 0.408
H 17.05011 5.89837 11.68712 -0.173
H 18.74112 5.54280 11.58514 0.146
H 16.20225 1.16481 11.75610 0.280
H 17.52722 1.09670 10.51604 0.335
H 16.08273 0.14292 10.23584 0.424
O 18.16855 12.67387 15.70714 -0.350
S 17.55986 13.33069 16.81295 0.937
O 18.35484 13.79267 17.89784 -0.627
O 16.76429 14.54983 16.16997 -0.048
C 16.20056 15.53546 17.07966 -0.535
C 17.23112 16.53390 17.60902 -1.106
C 16.20833 12.38600 17.44613 -0.973
H 15.62959 15.04834 17.86844 0.434
H 15.54273 16.11074 16.42936 0.333
H 17.82582 16.08316 18.39690 0.289
H 16.62758 17.33812 18.03532 0.455
H 17.83583 16.92266 16.79405 0.231
H 16.49933 11.33820 17.39898 0.257
H 15.42290 12.45805 16.69188 0.275
H 15.88094 12.79130 18.39421 0.443
O 9.71565 11.89657 11.78798 -0.592
S 9.31560 11.99260 10.41839 1.206
O 8.25014 12.84599 10.04882 -0.659
O 10.54903 12.42092 9.54840 -0.418
C 11.86579 11.92994 9.93070 0.370
C 12.55252 11.38560 8.70028 -0.627
C 8.96228 10.35000 9.86088 -0.508
H 11.75917 11.16642 10.70082 0.085
H 12.39868 12.76345 10.38780 0.149
H 13.53159 10.97201 8.93044 -0.188
H 12.62037 12.14896 7.92450 0.405
H 11.92152 10.60028 8.27400 0.240
H 8.10906 10.01864 10.44881 0.402
H 9.80302 9.66629 9.94019 -0.208
H 8.66682 10.45825 8.81712 0.391
O 13.44230 14.26281 12.30034 -0.763
S 14.84121 14.02748 12.26301 1.175
O 15.42015 13.28956 11.18285 -0.410
O 15.52358 15.45047 12.35329 -0.485
C 16.92536 15.55001 12.00832 0.477
C 17.70815 16.11637 13.17101 -1.009
C 15.28091 13.26648 13.80030 -0.535
H 17.00022 16.25366 11.17585 0.357
H 17.33745 14.63758 11.58158 -0.439
H 17.46492 17.17207 13.29308 0.426
H 18.77472 16.14884 12.92604 0.344
H 17.60164 15.51043 14.06981 0.036
H 14.82184 12.28267 13.80138 0.431
H 14.88135 13.93264 14.56121 0.454
H 16.36269 13.28618 13.91941 -0.225
O 11.02695 8.49641 13.86991 -0.671
S 11.53887 8.00799 12.64334 0.962
O 12.00690 8.89210 11.62474 -0.408
O 12.67151 6.91000 12.84528 0.107
C 12.35244 5.86780 13.78951 -0.396
C 13.57544 5.00762 13.88644 -0.980
C 10.28169 6.98957 11.87233 -0.930
H 11.50736 5.24741 13.46718 0.421
H 12.00171 6.26931 14.74181 0.402
H 13.60794 4.33787 14.74318 0.431
H 14.50841 5.56941 13.97261 0.064
H 13.72073 4.48805 12.93472 0.200
H 10.74056 6.05402 11.56434 0.263
H 9.95793 7.55318 11.00031 0.195
H 9.42599 6.80821 12.51503 0.375
O 14.85410 5.52483 7.55303 -0.663
S 13.70956 6.23022 8.02895 1.275
O 13.47744 7.59162 7.66259 -0.638
O 12.49810 5.28390 7.66518 -0.285
C 11.16726 5.80271 7.85159 0.155
C 10.29190 5.31612 6.70671 -1.426
C 13.70659 6.06069 9.78853 -0.369
H 11.15589 6.89130 7.92752 0.321
H 10.78818 5.43188 8.81090 0.106
H 10.51863 5.94339 5.84098 0.323
H 9.25043 5.48908 6.96761 0.388
H 10.56230 4.30057 6.43289 0.327
H 13.60287 4.98752 9.94274 0.434
H 12.85449 6.60445 10.19143 -0.099
H 14.61765 6.45134 10.23508 -0.008
O 16.90653 10.23458 9.33730 -0.290
S 16.90613 9.64422 10.63609 0.499
O 17.52186 8.38381 10.90361 -0.180
O 17.45455 10.70769 11.67325 0.577
C 18.88035 10.90236 11.63535 -0.091
C 19.30632 12.21595 12.21107 0.391
C 15.23933 9.60517 11.19144 -0.413
H 19.27411 10.78159 10.61986 0.021
H 19.34113 10.07990 12.18241 -0.078
H 18.93938 13.07036 11.64277 -0.417
H 20.39065 12.20935 12.31252 -0.074
H 18.93877 12.35277 13.23451 -0.118
H 14.92307 10.65181 11.25623 -0.066
H 15.21548 9.21449 12.20502 0.234
H 14.60991 9.19228 10.40776 0.107
```

The value obtained for the HOMO-LUMO gap is 10.79 eV. Its lowest unoccupied orbital energy is -0.062 eV. The multiplicity is 1.

Looking at the structures above, R is most stable, and the difference to the next one is 231.7 kJ/mol.